No. 1
{"formula": "C3H7NO2", "method": "wB97M-V/def2-TZVPD", "species": ["C", "C", "O", "H", "H", "H", "H", "N", "C", "O", "H", "H", "H"], "xyz": [[1.751130, 1.377289, -1.396338], [0.985334, 2.056406, -0.330707], [0.656177, 1.538487, 0.711411], [1.239059, 0.428844, -1.599783], [1.915470, 1.942031, -2.305782], [2.716940, 1.046592, -1.004470], [0.666217, 3.105997, -0.455755], [-1.337344, -0.504221, 0.566333], [-1.447077, -1.837535, 0.294384], [-0.532980, -2.604412, 0.144934], [-2.141161, -0.114197, 1.026076], [-0.541161, 0.116614, 0.521060], [-2.509379, -2.104296, 0.193107]], "forces_ev_per_angstrom": [[0.3020, -1.0221, -0.0633], [-0.4101, 0.8427, 0.6453], [0.1931, -0.2419, -0.1237], [-0.0309, 0.1613, -0.2276], [-0.1826, 0.1742, -0.0144], [0.0222, 0.2170, 0.0982], [0.2192, 0.0891, -0.3960], [-0.9213, 0.1117, 0.0933], [0.4062, 0.8804, 0.1465], [0.1860, -0.3238, -0.3955], [-0.1505, 0.2407, -0.2689], [0.4522, -0.7334, 0.2908], [-0.0854, -0.3959, 0.2154]], "homo_ev": -9.8, "total_charge": 0, "largest_force_ha_per_bohr": 0.022}

---

No. 2
{"formula": "C3H7NO2", "method": "wB97M-V/def2-TZVPD", "species": ["C", "C", "C", "H", "H", "H", "H", "H", "H", "H", "N", "O", "O"], "xyz": [[1.604059, 0.360151, -0.421393], [-0.378388, -1.073476, 0.355976], [-1.157193, 0.303335, 0.041004], [1.766491, 0.252212, 0.629772], [0.999752, 1.445322, -0.653171], [2.477021, 0.347027, -0.939732], [0.616909, -1.121877, -1.563594], [-0.024298, -0.431868, 1.542266], [-0.864273, -2.067318, 0.527445], [-2.679992, 1.266221, 0.594345], [0.753722, -0.922454, -0.493177], [-2.327679, 0.249621, 0.843671], [-0.786132, 1.393104, -0.463412]], "forces_ev_per_angstrom": [[-5.1244, 1.3141, 1.8498], [1.3140, 6.1400, 1.3350], [-1.8183, 0.8272, 1.9434], [0.8964, 1.0449, 0.9320], [2.1826, -3.4675, 0.5951], [2.3951, -0.7971, -1.6505], [-0.3385, 0.1242, 2.9789], [-0.6911, -2.6737, -3.0143], [0.3178, 1.2993, -0.4377], [0.8421, -3.7572, 1.3737], [2.4373, -0.7418, -4.2221], [0.0944, 4.8316, -2.9168], [-2.5074, -4.1440, 1.2334]], "homo_ev": -8.5, "total_charge": 0, "largest_force_ha_per_bohr": 0.125}

---

No. 3
{"formula": "C3H7NO2", "method": "wB97M-V/def2-TZVPD", "species": ["N", "C", "O", "C", "C", "O", "H", "H", "H", "H", "H", "H", "H"], "xyz": [[-1.760245, -0.904558, -0.733093], [-0.556276, -0.267652, -0.705080], [0.394279, -0.784990, -1.280723], [-0.297122, 0.927512, 0.169108], [1.235451, 0.543576, 0.711167], [1.578062, -0.783616, 1.028655], [-2.612911, -0.577154, -0.310377], [-1.674890, -1.892056, -0.931286], [-1.206148, 1.190201, 0.763807], [-0.104019, 1.844995, -0.398542], [1.883943, 0.867258, -0.117912], [1.453982, 1.112615, 1.611206], [1.665898, -1.276134, 0.193064]], "forces_ev_per_angstrom": [[-0.0053, -0.0729, 0.1143], [0.3294, -0.3386, -0.2970], [-0.3663, -0.1114, -0.5025], [0.7349, -0.3119, 0.0174], [-0.6030, 0.6801, 0.0338], [-0.5259, -0.0150, -0.0432], [0.3120, 0.0931, 0.1798], [-0.2808, 0.2164, -0.2663], [1.1630, -0.5574, 0.4472], [-0.0391, -0.3326, -0.2820], [-0.3581, 0.1821, 0.3513], [-0.1064, 0.2109, -0.0529], [-0.2542, 0.3573, 0.3001]], "homo_ev": -9.9, "total_charge": 0, "largest_force_ha_per_bohr": 0.027}

---

No. 4
{"formula": "C3H7NO2", "method": "wB97M-V/def2-TZVPD", "species": ["N", "C", "O", "H", "C", "C", "O", "H", "H", "H", "H", "H", "H"], "xyz": [[-1.086512, -1.391502, -1.221581], [-0.805144, -0.340162, -1.778150], [-0.682650, 0.605312, -2.457423], [-0.641712, -1.643680, -0.337770], [-0.395729, 0.897126, 0.290970], [0.920025, 0.250633, 0.701120], [0.577841, -1.012138, 1.265563], [-1.117078, 0.154883, -0.108996], [-0.979543, 1.161484, 1.156711], [-0.225146, 1.781851, -0.334135], [1.628936, 0.115234, -0.136230], [1.421078, 0.894021, 1.439405], [1.385634, -1.473056, 1.520513]], "forces_ev_per_angstrom": [[0.4700, -0.2030, -0.8156], [-0.4342, -0.8992, -1.6141], [0.0238, -0.7522, 0.3357], [-0.0965, 0.0138, -0.2610], [-0.3301, 0.2097, 0.7267], [-0.1084, 0.3218, -0.0613], [0.2101, -0.2981, 0.1274], [0.8675, 1.4514, 0.6038], [0.2733, 0.6519, 0.8100], [-0.2996, -0.3872, 0.1447], [-0.3978, 0.0668, 0.0744], [-0.0376, -0.2025, -0.0686], [-0.1404, 0.0267, -0.0021]], "homo_ev": -10.4, "total_charge": 0, "largest_force_ha_per_bohr": 0.037}

---

No. 5
{"formula": "C3H7NO2", "method": "wB97M-V/def2-TZVPD", "species": ["C", "C", "N", "C", "O", "O", "H", "H", "H", "H", "H", "H", "H"], "xyz": [[0.196848, 0.915358, -0.152622], [-0.127928, -0.495503, 0.039992], [-1.398953, -0.940456, 0.190326], [1.090573, -1.168207, 0.210204], [-0.514722, 1.637788, -1.128862], [0.144620, 1.649424, 1.040656], [-0.670143, 1.078403, -1.898134], [0.615199, 2.478307, 0.894598], [1.480859, 0.361497, -0.047874], [-2.115542, -0.273942, 0.433252], [-1.592243, -1.927529, 0.193189], [1.129734, -2.043771, 0.860904], [1.761698, -1.271368, -0.635630]], "forces_ev_per_angstrom": [[2.1941, -0.4382, -0.1848], [0.3202, -0.5212, 0.8127], [0.4428, 0.0374, -0.0269], [-1.3350, -1.5066, 0.2536], [0.0460, 0.0467, 0.2177], [-0.3354, -0.1092, -0.1784], [0.1950, -0.0242, 0.0617], [0.0046, -0.1234, -0.0334], [-1.4104, 2.3217, -1.0770], [-0.0321, -0.2293, 0.0294], [-0.1394, 0.1825, 0.0832], [-0.2316, -0.2541, -0.1647], [0.2812, 0.6179, 0.2069]], "homo_ev": -7.8, "total_charge": 0, "largest_force_ha_per_bohr": 0.057}

---

No. 6
{"formula": "C3H7NO2", "method": "wB97M-V/def2-TZVPD", "species": ["H", "N", "C", "O", "C", "C", "O", "H", "H", "H", "H", "H", "H"], "xyz": [[0.294214, 1.902450, 1.644643], [0.353608, 1.479336, 0.751802], [1.398608, 0.887662, 0.361411], [1.358991, -0.259479, -0.297803], [0.154753, -1.096803, -0.286882], [-1.058488, -0.626021, 0.519976], [-1.742777, 0.406141, -0.125497], [2.432189, 1.236863, 0.463197], [0.508163, -2.066096, 0.080017], [-0.129524, -1.186531, -1.337181], [-0.734280, -0.343029, 1.531599], [-1.738457, -1.473609, 0.654215], [-1.092367, 1.144310, 0.000881]], "forces_ev_per_angstrom": [[0.7123, 1.5010, 0.3795], [0.1790, -0.5481, -0.1683], [-0.0858, 0.0289, 0.2083], [0.0455, 0.1646, -0.2200], [-0.1779, -0.1591, -0.0936], [0.1961, -0.4138, 0.1075], [-0.2187, 0.0098, -0.0118], [-0.0317, -0.2267, 0.2688], [-0.0072, 0.1464, -0.0618], [-0.0368, -0.0587, 0.1133], [-0.1791, -0.1825, -0.1485], [0.0963, -0.0511, -0.3149], [-0.4920, -0.2108, -0.0585]], "homo_ev": -9.6, "total_charge": 0, "largest_force_ha_per_bohr": 0.033}

---

No. 7
{"formula": "C3H7NO2", "method": "wB97M-V/def2-TZVPD", "species": ["H", "N", "C", "O", "H", "H", "C", "C", "O", "H", "H", "H", "H"], "xyz": [[-2.048238, 1.036835, 0.743382], [-1.216716, 0.468572, 0.629389], [-0.834368, -0.041444, 1.726706], [0.208637, -0.842144, 1.889820], [-1.331469, 0.130745, 2.679147], [0.707480, -1.016896, 1.049407], [0.027529, 0.093256, -1.506575], [1.265417, 0.019531, -0.749040], [1.694496, -0.992097, -0.213880], [0.740910, -0.133355, -2.350618], [-0.690027, -0.714272, -1.375489], [-0.421732, 1.074720, -1.660428], [1.898080, 0.916549, -0.861821]], "forces_ev_per_angstrom": [[0.0137, -0.0068, 0.2771], [-0.0780, -0.0974, 0.6338], [-0.3343, 0.1763, 0.2019], [-0.1563, -0.0650, 0.1028], [-0.0269, -0.0292, 0.1481], [-0.3541, -0.0360, 0.3869], [0.7689, -0.3755, -1.3226], [0.2814, -0.0679, 0.5376], [0.1148, 0.5558, -0.1190], [-1.0938, 0.0574, -1.0670], [0.3574, 0.1618, -0.0648], [0.3293, -0.2617, 0.0851], [0.1779, -0.0116, 0.2000]], "homo_ev": -10.1, "total_charge": 0, "largest_force_ha_per_bohr": 0.031}

---

No. 8
{"formula": "C3H7NO2", "method": "wB97M-V/def2-TZVPD", "species": ["C", "C", "O", "O", "H", "H", "H", "H", "C", "N", "H", "H", "H"], "xyz": [[0.999211, 0.189293, -1.310366], [-0.383276, 0.328735, -0.724857], [-0.053806, 1.287358, 0.724403], [-1.399627, 0.650958, -1.271367], [-0.826879, 1.868552, 0.765290], [1.727026, -0.069534, -0.545412], [0.962322, -0.591286, -2.071244], [1.279708, 1.132860, -1.779869], [-0.538662, -1.399898, 1.268548], [-0.355800, -0.669215, 2.203462], [-0.161607, 0.520237, 1.587846], [-0.743376, -2.450826, 1.076561], [-0.505235, -0.797235, 0.077005]], "forces_ev_per_angstrom": [[-0.0187, -0.0189, 0.0639], [-0.1806, 0.2992, 0.0801], [-0.0526, -0.2620, -0.2420], [0.3650, -0.1488, 0.3218], [0.0049, -0.0712, -0.0248], [-0.0430, 0.0021, -0.0093], [-0.0170, 0.0337, 0.0385], [-0.0414, -0.0391, 0.0261], [0.0635, 0.2928, 0.3963], [-0.0382, -0.1732, -0.3381], [-0.0573, -0.0395, -0.1514], [0.0090, 0.0756, -0.0882], [0.0064, 0.0492, -0.0729]], "homo_ev": -8.8, "total_charge": 0, "largest_force_ha_per_bohr": 0.010}

---

No. 9
{"formula": "C3H7NO2", "method": "wB97M-V/def2-TZVPD", "species": ["C", "C", "C", "O", "N", "O", "H", "H", "H", "H", "H", "H", "H"], "xyz": [[-0.777671, 1.325227, -0.423786], [-0.391042, -0.077794, -0.012457], [1.066480, -0.400953, 0.279779], [1.929664, 0.709861, 0.319939], [-1.285693, -0.989202, 0.057377], [-0.694965, -2.206046, 0.419040], [-1.379825, 1.839933, 0.330400], [0.112148, 1.947182, -0.555363], [-1.309927, 1.341424, -1.376665], [1.394313, -1.158737, -0.451317], [1.119320, -0.867948, 1.268296], [1.659697, 1.349465, -0.350259], [-1.442496, -2.812412, 0.495016]], "forces_ev_per_angstrom": [[0.0269, 0.0186, -0.0356], [-0.0405, -0.1199, 0.0343], [-0.2371, -0.2539, 0.0794], [0.0339, 0.2609, -0.1244], [0.3700, 0.6433, -0.1256], [-0.1694, -0.2590, 0.0910], [-0.0107, -0.2386, -0.0646], [-0.2951, -0.0241, -0.0125], [-0.0845, -0.1317, 0.1620], [0.0113, 0.1851, 0.1437], [-0.0030, -0.0285, -0.1744], [0.3116, -0.2560, 0.0921], [0.0866, 0.2039, -0.0654]], "homo_ev": -9.6, "total_charge": 0, "largest_force_ha_per_bohr": 0.015}